Record 1
{"formula": "C19H26IrN2", "method": "ωB97M-V/def2-TZVPD", "elements": ["C", "C", "H", "H", "H", "H", "H", "H", "C", "C", "C", "C", "H", "H", "H", "H", "N", "C", "C", "N", "C", "C", "C", "H", "H", "C", "H", "H", "Ir", "C", "H", "H", "H", "C", "C", "C", "C", "C", "C", "H", "H", "H", "H", "H", "H", "H", "H", "H"], "xyz": [[-0.14192, 1.44118, 1.43711], [-0.16761, -1.03590, 1.16627], [0.82857, 1.97637, 1.45468], [-0.96724, 2.04149, 1.84577], [-0.37141, 1.27518, 0.35720], [0.22526, -0.76616, 0.13131], [0.45931, -1.87914, 1.47066], [-1.21533, -1.39203, 1.07728], [0.50841, 2.47268, -2.44394], [0.92929, 3.35366, -3.43673], [1.18905, 2.88079, -4.74577], [1.07312, 1.51848, -5.00904], [0.25510, 2.78709, -1.42358], [1.02976, 4.40991, -3.21538], [1.46744, 3.55953, -5.54059], [1.19084, 1.05642, -5.97467], [0.38644, 1.13677, -2.73247], [0.73742, 0.65001, -3.96524], [0.58821, -0.77053, -3.99868], [0.13641, -1.26746, -2.79911], [-0.01734, -2.60448, -2.56392], [0.58991, -3.00710, -4.86923], [0.22637, -3.47785, -3.60309], [-0.32324, -2.89724, -1.55115], [0.10544, -4.53068, -3.41456], [0.75207, -1.65212, -5.06569], [0.96561, -1.18653, -6.02176], [0.72922, -3.70290, -5.69839], [-0.59883, -0.01722, -1.51925], [-2.48683, -0.04398, -1.03169], [-2.83842, -1.08159, -1.10768], [-3.00206, 0.55170, -1.80267], [-2.74956, 0.34381, -0.04264], [-1.21683, 0.72938, 5.24008], [0.04189, -0.05029, 4.85020], [1.32643, 0.71982, 5.19124], [0.02120, -1.47174, 5.42590], [0.02850, -0.21748, 3.38817], [-0.06086, 0.10755, 2.12734], [-1.32201, 0.86465, 6.32757], [-2.10637, 0.19550, 4.88203], [-1.20252, 1.72463, 4.77455], [1.46142, 0.87015, 6.27443], [2.21023, 0.18820, 4.79953], [1.30048, 1.71490, 4.71372], [-0.87202, -1.98455, 5.05471], [0.89061, -2.03366, 5.06377], [0.00637, -1.49922, 6.52343]], "mulliken_charge": [-0.140, -0.987, 0.394, 0.373, -0.493, 0.080, 0.538, 0.410, 0.103, -0.675, -0.478, -0.525, 0.330, 0.402, 0.474, 0.397, -0.277, 0.566, 0.485, -0.122, -0.077, -0.534, -0.612, 0.397, 0.403, -0.433, 0.374, 0.462, 0.507, -1.198, 0.361, 0.340, 0.322, -1.551, 1.608, -1.499, -1.465, -0.803, 1.018, 0.424, 0.405, 0.371, 0.414, 0.401, 0.373, 0.374, 0.368, 0.394], "e_homo_ev": [-12.945, -14.838], "total_energy_ha": -952.55649, "lumo_energy_ev": [-6.60, -10.13], "s2": 8.77, "orbital_gap_ha": [0.233, 0.173], "multiplicity": 6, "total_charge": 2}

***

Record 2
{"formula": "C19H26N2O2", "method": "ωB97M-V/def2-TZVPD", "elements": ["O", "C", "N", "C", "C", "C", "C", "C", "C", "C", "C", "C", "C", "O", "N", "C", "C", "C", "C", "C", "C", "C", "C", "H", "H", "H", "H", "H", "H", "H", "H", "H", "H", "H", "H", "H", "H", "H", "H", "H", "H", "H", "H", "H", "H", "H", "H", "H", "H"], "xyz": [[-1.65041, -0.45884, -0.87587], [-1.31544, -0.11101, 0.23630], [-2.14124, 0.00903, 1.29482], [-3.59720, -0.15269, 1.29444], [-4.28333, 1.04373, 0.60987], [-4.58877, 0.88228, -0.87994], [-5.92423, 0.18707, -1.13890], [-5.90673, -1.31980, -0.90131], [-5.46133, -1.73012, 0.50103], [-3.96274, -1.52733, 0.72674], [0.12934, 0.26566, 0.57686], [0.29622, 1.79114, 0.63699], [1.66745, 2.05351, 0.02278], [2.29745, 3.08624, 0.08159], [2.04471, 0.93344, -0.61794], [3.28686, 0.79757, -1.33981], [4.22277, -0.14562, -0.62781], [4.62146, -1.34247, -1.20498], [5.46014, -2.20528, -0.51940], [5.89947, -1.88157, 0.75232], [5.50090, -0.69018, 1.33676], [4.66747, 0.17316, 0.65011], [1.11358, -0.16399, -0.51770], [-1.74110, 0.37362, 2.14401], [-3.88398, -0.13282, 2.35307], [-3.63292, 1.91117, 0.75197], [-5.21692, 1.25803, 1.13468], [-4.63974, 1.88083, -1.32131], [-3.77922, 0.34593, -1.37195], [-6.69107, 0.64414, -0.50700], [-6.21381, 0.36163, -2.17798], [-5.24164, -1.78878, -1.62946], [-6.91376, -1.70639, -1.07921], [-6.03512, -1.18394, 1.25218], [-5.68653, -2.79152, 0.62765], [-3.59004, -2.27702, 1.42944], [-3.43591, -1.67275, -0.21443], [0.40698, -0.18263, 1.53474], [-0.44729, 2.29696, 0.01581], [0.23850, 2.20344, 1.64304], [3.07938, 0.44217, -2.35494], [3.72362, 1.79997, -1.38972], [4.27802, -1.59954, -2.19719], [5.76825, -3.13310, -0.97874], [6.55230, -2.55537, 1.28735], [5.84373, -0.43331, 2.32835], [4.35644, 1.10584, 1.09805], [0.57464, -0.30901, -1.46368], [1.63878, -1.08995, -0.26748]], "mulliken_charge": [-0.686, 0.044, -0.082, -0.060, -1.111, -0.458, -0.818, -0.582, -0.928, -0.728, 0.223, -0.510, 0.362, -0.685, 0.199, -1.362, 0.503, -0.339, -0.566, -0.381, -0.646, -0.141, -0.888, 0.320, 0.412, 0.432, 0.488, 0.380, 0.254, 0.313, 0.340, 0.304, 0.347, 0.327, 0.364, 0.545, 0.264, 0.562, 0.285, 0.393, 0.426, 0.387, 0.331, 0.370, 0.377, 0.385, 0.423, 0.271, 0.341], "e_homo_ev": -9.065, "total_energy_ha": -999.64745, "lumo_energy_ev": 0.59, "smiles": "O=C(NC1CCCCCC1)[C@@H]1CC(=O)N(Cc2ccccc2)C1", "orbital_gap_ha": 0.355, "total_charge": 0}

***

Record 3
{"formula": "C19H26N2O3", "method": "ωB97M-V/def2-TZVPD", "elements": ["C", "O", "C", "C", "C", "C", "C", "C", "N", "C", "O", "C", "C", "C", "O", "N", "C", "C", "C", "C", "C", "C", "C", "C", "H", "H", "H", "H", "H", "H", "H", "H", "H", "H", "H", "H", "H", "H", "H", "H", "H", "H", "H", "H", "H", "H", "H", "H", "H", "H"], "xyz": [[8.33253, 0.54841, -0.61167], [7.73156, -0.66695, -0.23731], [6.39831, -0.68158, 0.03499], [5.87074, -1.91432, 0.42296], [4.53068, -2.02918, 0.72538], [3.69644, -0.92619, 0.64594], [4.20793, 0.30144, 0.25349], [3.30515, 1.50441, 0.16134], [2.03659, 1.18390, -0.45704], [0.85837, 1.31241, 0.18914], [0.75667, 1.79818, 1.29511], [-0.32839, 0.76903, -0.60036], [-0.44987, -0.75068, -0.43347], [-1.95415, -1.01286, -0.40467], [-2.47990, -2.09790, -0.52520], [-2.57264, 0.16670, -0.20982], [-4.00180, 0.32368, 0.00069], [-4.45784, -0.42269, 1.25694], [-5.95345, -0.22264, 1.47750], [-6.73965, -0.70527, 0.26272], [-6.28555, 0.03452, -0.99155], [-4.79046, -0.16613, -1.21615], [-1.66840, 1.28464, -0.06518], [5.55741, 0.42152, -0.05418], [7.91328, 0.93433, -1.54670], [8.23183, 1.30563, 0.17258], [9.38728, 0.32201, -0.75879], [6.53543, -2.76111, 0.48114], [4.13075, -2.98485, 1.02869], [2.65026, -1.01568, 0.89555], [3.79645, 2.30593, -0.40147], [3.06567, 1.87896, 1.16243], [2.07016, 0.71191, -1.34676], [-0.21549, 1.02283, -1.65785], [-0.04582, -1.07638, 0.52841], [0.03443, -1.32525, -1.22105], [-4.18155, 1.39682, 0.13643], [-3.89514, -0.06163, 2.12097], [-4.24085, -1.48348, 1.12604], [-6.26895, -0.76958, 2.36789], [-6.15878, 0.83786, 1.64611], [-7.80813, -0.54665, 0.42283], [-6.57295, -1.77569, 0.12863], [-6.83829, -0.32877, -1.85994], [-6.49865, 1.10126, -0.88148], [-4.46428, 0.37725, -2.10622], [-4.57525, -1.22450, -1.36471], [-1.55622, 1.57165, 0.98903], [-2.03351, 2.14927, -0.62581], [5.93802, 1.38545, -0.35557]], "mulliken_charge": [-0.814, -0.428, 0.650, -0.568, -0.636, -0.336, 0.118, -0.903, -0.168, 0.204, -0.684, 0.466, -0.588, 0.416, -0.676, 0.265, -0.349, -0.730, -0.735, -0.596, -0.743, -0.777, -1.066, -0.333, 0.328, 0.337, 0.234, 0.438, 0.388, 0.444, 0.353, 0.338, 0.294, 0.529, 0.239, 0.331, 0.347, 0.357, 0.330, 0.353, 0.356, 0.309, 0.333, 0.351, 0.347, 0.347, 0.334, 0.283, 0.336, 0.375], "e_homo_ev": -8.649, "total_energy_ha": -1074.88407, "lumo_energy_ev": 0.63, "smiles": "COc1cccc(CNC(=O)[C@H]2CC(=O)N(C3CCCCC3)C2)c1", "orbital_gap_ha": 0.341, "total_charge": 0}

***

Record 4
{"formula": "C19H26N2O3", "method": "ωB97M-V/def2-TZVPD", "elements": ["C", "O", "C", "C", "C", "C", "C", "N", "C", "C", "O", "C", "C", "C", "C", "C", "C", "O", "C", "C", "C", "N", "C", "C", "H", "H", "H", "H", "H", "H", "H", "H", "H", "H", "H", "H", "H", "H", "H", "H", "H", "H", "H", "H", "H", "H", "H", "H", "H", "H"], "xyz": [[2.79078, 2.45367, -0.30502], [1.59457, 2.25731, -1.06555], [0.62206, 1.24580, -0.84826], [0.79446, 0.28177, 0.17108], [0.02030, -0.82657, 0.17994], [0.39677, -1.93368, 1.08153], [1.69805, -2.37871, 1.11885], [2.29784, -3.09283, 2.16382], [3.69837, -3.30307, 2.09434], [1.34233, -3.65616, 3.05003], [1.90665, -4.40174, 3.86941], [-0.06412, -3.30932, 3.08134], [-0.81292, -3.78854, 4.22178], [-0.56980, -2.42938, 2.13532], [-1.94906, -1.59139, 2.25636], [-1.06113, -0.80664, -0.67009], [-1.35237, 0.20999, -1.56305], [-2.54311, 0.15263, -2.21391], [-2.51186, -0.48903, -3.49052], [-0.44716, 1.32803, -1.68508], [-0.57309, 2.40366, -2.73498], [-0.99907, 3.80870, -2.42054], [-2.41730, 4.08672, -2.18606], [-0.05505, 4.88693, -2.18699], [3.64635, 1.75813, -0.51480], [2.64296, 2.49231, 0.73660], [3.12186, 3.43419, -0.37389], [1.73510, 0.20808, 0.82468], [2.50165, -1.95889, 0.48807], [4.20782, -3.57401, 1.12330], [4.15734, -2.39434, 2.39230], [3.95615, -4.13534, 2.76569], [-0.65534, -4.89925, 4.33233], [-1.85668, -3.61040, 3.94866], [-0.52518, -3.32630, 5.23259], [-2.36630, -1.75370, 3.22151], [-1.75983, -0.42318, 2.10649], [-2.69333, -1.85869, 1.40402], [-1.76951, -1.58933, -0.64386], [-3.39886, -0.08589, -3.97578], [-2.77622, -1.52465, -3.51492], [-1.65227, -0.28079, -3.97346], [-1.16427, 1.96586, -3.53930], [0.44020, 2.61241, -3.14693], [-2.82919, 3.07534, -2.37924], [-2.52422, 4.42638, -1.18713], [-2.90977, 4.83847, -2.89917], [0.35769, 4.76993, -1.21959], [-0.49845, 5.85894, -2.30465], [0.80618, 4.86654, -2.95728]], "mulliken_charge": [-1.043, -0.383, 0.460, -0.986, -0.114, -0.132, -0.699, 0.112, -1.035, 0.502, -0.748, 0.969, -1.607, 0.040, -1.370, -0.311, 0.363, -0.545, -1.050, 1.476, -1.896, 0.230, -0.918, -0.881, 0.319, 0.420, 0.367, 0.532, 0.552, 0.313, 0.378, 0.375, 0.323, 0.463, 0.237, 0.516, 0.255, 0.267, 0.622, 0.287, 0.296, 0.468, 0.514, 0.364, 0.226, 0.370, 0.257, 0.253, 0.367, 0.225], "e_homo_ev": -7.663, "total_energy_ha": -1074.66983, "lumo_energy_ev": 0.49, "smiles": "COc1cc(-c2cn(C)c(=O)c(C)c2C)cc(OC)c1CN(C)C", "orbital_gap_ha": 0.300, "total_charge": 0}

***

Record 5
{"formula": "C19H26N2O3S2", "method": "ωB97M-V/def2-TZVPD", "elements": ["C", "C", "C", "C", "N", "C", "C", "C", "C", "S", "O", "O", "C", "C", "C", "C", "N", "C", "O", "C", "C", "C", "C", "S", "C", "C", "H", "H", "H", "H", "H", "H", "H", "H", "H", "H", "H", "H", "H", "H", "H", "H", "H", "H", "H", "H", "H", "H", "H", "H", "H", "H"], "xyz": [[-3.63334, 4.02212, -3.29157], [-2.14653, 4.30729, -3.46950], [-1.25524, 3.13568, -3.05537], [-1.30356, 2.85966, -1.55098], [-0.53882, 1.70304, -1.13038], [0.86266, 1.82114, -0.80557], [1.81313, 2.05651, -1.98335], [3.26882, 1.84184, -1.57483], [4.21574, 2.06621, -2.74745], [-1.00136, 0.23953, -1.78512], [-0.16201, -0.16361, -2.88257], [-2.41423, 0.30253, -2.01509], [-0.68239, -0.85459, -0.40601], [-1.44103, -0.71876, 0.74083], [-1.21704, -1.54935, 1.82258], [-0.22219, -2.52552, 1.74879], [0.05776, -3.39717, 2.79658], [-0.51859, -3.46174, 4.03855], [-1.39879, -2.72446, 4.43181], [0.02453, -4.52391, 4.89752], [-0.40322, -4.79497, 6.17004], [0.28695, -5.86385, 6.77012], [1.23376, -6.39786, 5.95327], [1.30254, -5.60846, 4.43439], [0.53500, -2.65501, 0.58141], [0.30315, -1.82016, -0.49369], [-3.89464, 3.08076, -3.76806], [-3.89854, 3.95596, -2.24004], [-4.22605, 4.81623, -3.74094], [-1.87143, 5.19461, -2.89313], [-1.95405, 4.52577, -4.52240], [-0.22863, 3.34756, -3.35671], [-1.57418, 2.22839, -3.57108], [-0.94599, 3.72425, -0.98467], [-2.33557, 2.64889, -1.26396], [1.13216, 0.87866, -0.31788], [0.96940, 2.62264, -0.06633], [1.69581, 3.07534, -2.35673], [1.54756, 1.36117, -2.78046], [3.52430, 2.52698, -0.76221], [3.39108, 0.82311, -1.20004], [3.97845, 1.38267, -3.55903], [5.24732, 1.89992, -2.44574], [4.12747, 3.08402, -3.12090], [-2.20915, 0.03674, 0.76901], [-1.80211, -1.45478, 2.72184], [0.78687, -4.07026, 2.59887], [-1.18969, -4.23274, 6.63935], [0.09062, -6.22202, 7.76439], [1.90245, -7.21298, 6.14817], [1.30203, -3.41428, 0.52266], [0.86878, -1.90272, -1.40838]], "mulliken_charge": [-1.184, -0.682, 0.028, -0.922, 0.397, -1.142, -0.153, -0.473, -1.335, 1.416, -0.720, -0.725, -0.756, -0.540, -0.681, 0.961, -0.006, 0.675, -0.665, 0.096, -0.469, -0.514, -0.361, -0.223, -0.864, -0.264, 0.283, 0.313, 0.388, 0.343, 0.344, 0.141, 0.358, 0.347, 0.299, 0.304, 0.337, 0.306, 0.361, 0.314, 0.355, 0.324, 0.404, 0.317, 0.449, 0.531, 0.101, 0.463, 0.398, 0.445, 0.348, 0.530], "e_homo_ev": -8.786, "total_energy_ha": -1871.21395, "lumo_energy_ev": -0.05, "smiles": "CCCCN(CCCC)S(=O)(=O)c1ccc(NC(=O)c2cccs2)cc1", "orbital_gap_ha": 0.321, "total_charge": 0}